[1]
A 9-piece molecular cluster, C19H53FN3O12PS8 overall in a non-equilibrium geometry, computed with the ωB97M-V functional and the def2-TZVPD basis.

LUMO   -0.02 eV
HOMO level   -8.29 eV
HOMO-LUMO gap   8.27 eV
Total charge   0

Each line ends with the Mulliken charge.
Positions of all 97 atoms, in Å:
N 2.433 1.378 -2.426  -0.8189
P 1.100 2.148 -2.670  0.6417
N -0.367 1.170 -2.656  0.4653
C -1.597 1.843 -2.919  0.3222
O -2.649 1.599 -2.364  -0.5035
O -1.460 2.766 -3.924  -0.4054
C -0.556 0.248 -1.548  -0.3408
O -1.286 -0.703 -1.666  -0.3776
N 0.168 0.511 -0.322  0.1098
C -0.319 1.519 0.509  0.6675
O 0.261 2.509 0.897  -0.5577
F -1.576 1.213 0.911  -0.1897
H 2.346 0.374 -2.333  0.2660
H 1.072 2.792 -3.902  0.0286
H 0.799 3.150 -1.732  0.0393
H -1.468 3.659 -3.551  0.3173
H 1.177 0.594 -0.445  0.3478
C 2.203 2.569 6.065  -0.7753
S 1.768 1.876 4.474  0.5950
O 2.928 1.046 4.035  -0.6396
C 1.833 3.403 3.534  -0.7190
H 2.246 1.756 6.781  0.0383
H 3.176 3.055 5.991  0.3222
H 1.442 3.277 6.386  0.4133
H 2.822 3.854 3.627  0.3431
H 1.065 4.083 3.901  0.3490
H 1.635 3.147 2.499  0.1115
C -0.421 -2.241 4.260  -0.9572
S -1.146 -3.324 3.018  0.5230
O -0.088 -4.295 2.629  -0.6624
C -1.209 -2.076 1.728  -0.9803
H -0.246 -2.836 5.153  0.4191
H 0.522 -1.841 3.888  0.2322
H -1.119 -1.435 4.487  0.3433
H -0.204 -1.689 1.561  0.3699
H -1.885 -1.275 2.029  0.4184
H -1.580 -2.545 0.820  0.2602
C 4.000 1.378 10.042  -0.9384
S 2.229 1.305 9.768  0.6412
O 1.870 2.588 9.095  -0.6485
C 1.780 1.465 11.500  -1.0260
H 4.485 1.345 9.069  0.2128
H 4.239 2.314 10.546  0.4321
H 4.307 0.516 10.629  0.3284
H 2.214 2.379 11.905  0.3021
H 2.140 0.591 12.042  0.3576
H 0.695 1.512 11.557  0.3450
C -5.239 -5.051 -0.280  -1.0023
S -4.341 -3.688 0.464  0.5991
O -5.120 -3.240 1.649  -0.6589
C -4.660 -2.506 -0.849  -0.7633
H -5.197 -5.886 0.415  0.3518
H -6.275 -4.752 -0.444  0.3094
H -4.768 -5.325 -1.223  0.3132
H -5.736 -2.387 -0.972  0.4174
H -4.205 -2.867 -1.770  0.1387
H -4.209 -1.558 -0.560  0.2813
C 5.089 -3.704 8.304  -1.0284
S 4.992 -1.916 8.419  0.5245
O 3.820 -1.606 9.285  -0.5778
C 4.464 -1.635 6.726  -0.7752
H 5.362 -4.084 9.286  0.3386
H 4.118 -4.099 8.008  0.3000
H 5.855 -3.977 7.578  0.3886
H 3.536 -2.176 6.543  0.2635
H 5.246 -1.967 6.044  0.4067
H 4.297 -0.568 6.596  0.1760
C -6.366 -2.587 -5.999  -0.9824
S -4.995 -3.344 -5.119  0.4075
O -5.526 -3.799 -3.808  -0.5288
C -4.106 -1.816 -4.805  -0.7732
H -7.073 -3.376 -6.245  0.3403
H -6.844 -1.848 -5.356  0.3002
H -5.997 -2.124 -6.914  0.3700
H -4.746 -1.130 -4.249  0.3477
H -3.802 -1.371 -5.752  0.3045
H -3.225 -2.057 -4.214  0.2484
C 0.850 -0.328 -7.476  -1.0159
S -0.051 1.146 -7.007  0.4623
O 0.647 1.716 -5.820  -0.5914
C -1.496 0.306 -6.347  -1.1807
H 1.813 -0.006 -7.864  0.3072
H 0.986 -0.964 -6.601  0.3954
H 0.299 -0.850 -8.257  0.3637
H -1.187 -0.357 -5.537  0.3099
H -1.986 -0.259 -7.140  0.5030
H -2.173 1.067 -5.964  0.3850
C 0.656 4.348 -11.024  -0.9100
S 1.742 2.917 -11.060  0.4222
O 1.170 1.928 -10.109  -0.5189
C 3.118 3.703 -10.213  -0.9248
H -0.292 4.051 -11.468  0.3120
H 0.502 4.657 -9.990  0.2730
H 1.100 5.153 -11.608  0.3733
H 2.786 4.059 -9.238  0.2816
H 3.493 4.527 -10.820  0.3787
H 3.897 2.955 -10.089  0.3142

=====

[2]
A 6-piece molecular cluster, C19H53N3O9 overall in a non-equilibrium geometry, computed with the ωB97M-V functional and the def2-TZVPD basis.

Relative energy (zero: lowest compared OMol25 entry of this formula, charge and spin)   255.0 kJ/mol
LUMO   0.13 eV
HOMO level   -8.53 eV
SMILES   COCCNCCOC.COCCNCCOC.COCCNCCOC.CO.O.O
HOMO-LUMO gap   8.66 eV
Total charge   0

Each line ends with the Mulliken charge.
Positions of all 84 atoms, in Å:
C -11.256 -9.921 -32.886  -0.6640
O -12.223 -10.826 -32.443  -0.2832
C -11.791 -12.189 -32.460  -0.6637
C -12.990 -13.117 -32.237  -0.3077
N -13.568 -12.812 -30.915  -0.4136
C -14.880 -13.521 -30.623  -0.9760
C -16.127 -13.080 -31.473  -0.2837
O -16.239 -13.839 -32.764  -0.3798
C -16.796 -13.101 -33.851  -0.7268
H -11.004 -10.172 -33.917  0.2991
H -10.411 -10.040 -32.207  0.2557
H -11.644 -8.906 -32.969  0.2018
H -11.198 -12.281 -31.551  0.3835
H -11.404 -12.423 -33.452  0.3846
H -12.718 -14.172 -32.233  0.3632
H -13.738 -12.997 -33.020  0.1820
H -13.690 -11.821 -30.761  0.2656
H -15.034 -13.339 -29.560  0.4002
H -14.644 -14.585 -30.598  0.4029
H -15.884 -12.037 -31.675  0.2757
H -17.043 -13.163 -30.889  0.4123
H -17.856 -13.159 -34.098  0.2948
H -16.272 -13.415 -34.753  0.2625
H -16.392 -12.092 -33.772  0.3127
C -12.810 -2.336 -28.699  -0.8760
O -12.381 -2.366 -27.344  -0.2494
C -11.279 -1.516 -27.097  -0.4885
C -11.005 -1.678 -25.615  -0.4707
N -11.511 -0.675 -24.728  -0.3994
C -10.559 0.460 -24.521  -0.5674
C -11.188 1.359 -23.487  -0.5803
O -11.711 2.516 -24.188  -0.2997
C -12.034 3.660 -23.379  -0.7657
H -12.108 -2.915 -29.300  0.2625
H -12.861 -1.329 -29.111  0.4016
H -13.796 -2.726 -28.954  0.2823
H -11.647 -0.490 -27.108  0.4643
H -10.412 -1.651 -27.743  0.3280
H -9.926 -1.792 -25.517  0.0752
H -11.258 -2.668 -25.235  0.1268
H -12.328 -0.250 -25.141  0.3153
H -10.272 0.988 -25.430  0.3370
H -9.574 0.096 -24.228  0.4098
H -10.402 1.632 -22.783  0.3583
H -12.066 0.924 -23.010  0.3835
H -11.194 4.065 -22.814  0.3035
H -12.758 3.474 -22.586  0.3013
H -12.393 4.438 -24.052  0.2547
C -8.038 -4.403 -23.563  -0.8304
O -9.317 -4.852 -23.954  -0.1416
C -9.938 -5.884 -23.219  -0.7956
C -11.436 -6.002 -23.417  -0.5277
N -11.761 -6.460 -24.775  -0.4931
C -11.921 -5.313 -25.632  -0.5209
C -12.258 -5.552 -27.116  0.1208
O -13.674 -5.817 -27.196  -0.3540
C -14.162 -6.543 -28.346  -0.7349
H -7.727 -3.650 -24.287  0.1884
H -7.334 -5.234 -23.523  0.3365
H -8.117 -4.047 -22.536  0.3538
H -9.731 -5.593 -22.189  0.4432
H -9.369 -6.812 -23.292  0.3752
H -11.875 -5.042 -23.145  0.2741
H -11.866 -6.699 -22.699  0.4764
H -12.644 -6.918 -24.601  0.2879
H -11.092 -4.611 -25.718  0.2000
H -12.735 -4.688 -25.264  0.4236
H -11.744 -6.367 -27.627  0.3181
H -12.019 -4.636 -27.656  -0.1584
H -15.222 -6.305 -28.253  0.2796
H -13.943 -7.607 -28.426  0.2775
H -13.764 -6.101 -29.260  0.2732
C -9.960 -6.695 -30.669  -0.5202
O -10.469 -5.442 -30.864  -0.4470
H -8.913 -6.609 -30.379  0.3631
H -10.428 -7.157 -29.800  0.2510
H -10.177 -7.407 -31.465  0.1055
H -10.132 -4.935 -30.122  0.2660
O -12.625 -5.735 -32.796  -0.6703
H -12.471 -4.818 -33.022  0.2833
H -12.041 -5.902 -32.056  0.4101
O -8.863 -3.713 -29.175  -0.6249
H -7.965 -4.035 -29.250  0.2878
H -8.940 -3.425 -28.265  0.3188

=====

Number 2 is which compound? C19H53N3O9

=====

What is the HOMO-LUMO gap in the second record? 8.66 eV